Entry 1:
{
  "formula": "C42H32NO12PRe",
  "method": "ωB97M-V/def2-TZVPD",
  "lumo_energy_ev": [-0.82, -0.88],
  "homo_ev": [-7.959, -7.680],
  "relative_energy_kcal_mol": 0.00,
  "homo_lumo_gap_ev": [7.134, 6.795],
  "spin_multiplicity": 2,
  "s_squared": 0.7545,
  "species": ["Re", "O", "C", "C", "C", "N", "C", "C", "C", "O", "O", "C", "O", "O", "H", "H", "H", "O", "C", "C", "O", "O", "C", "C", "C", "C", "C", "C", "C", "C", "C", "C", "C", "C", "H", "H", "H", "H", "H", "H", "H", "H", "H", "H", "H", "O", "C", "O", "C", "C", "C", "C", "O", "C", "O", "C", "C", "H", "H", "H", "H", "H", "C", "P", "C", "C", "C", "C", "C", "C", "C", "C", "C", "C", "C", "C", "H", "H", "H", "H", "H", "H", "H", "H", "H", "H", "H", "H", "H"],
  "xyz": [[0.68, -0.48, 0.39], [-1.14, -5.77, -2.01], [-0.78, -4.58, -1.53], [-1.62, -3.46, -1.58], [-1.14, -2.28, -1.07], [0.09, -2.20, -0.56], [0.87, -3.27, -0.43], [0.48, -4.49, -0.92], [2.07, -3.02, 0.47], [2.87, -3.90, 0.68], [2.05, -1.83, 1.04], [-1.91, -0.99, -0.93], [-3.04, -0.88, -1.33], [-1.23, -0.04, -0.31], [-2.03, -5.73, -2.40], [-2.62, -3.49, -1.99], [1.12, -5.35, -0.80], [-0.74, -1.21, 1.92], [-0.36, -1.08, 3.33], [0.86, -0.14, 3.35], [1.40, 0.14, 4.39], [1.15, 0.39, 2.19], [-1.55, -0.46, 4.04], [-1.59, 0.89, 4.38], [-2.74, 1.44, 4.92], [-3.87, 0.65, 5.12], [-3.84, -0.69, 4.77], [-2.69, -1.24, 4.23], [-0.01, -2.46, 3.86], [0.05, -3.57, 3.05], [0.41, -4.81, 3.57], [0.70, -4.93, 4.92], [0.62, -3.81, 5.74], [0.27, -2.58, 5.22], [-1.49, -0.62, 1.75], [-0.71, 1.51, 4.25], [-2.76, 2.48, 5.20], [-4.76, 1.08, 5.54], [-4.72, -1.31, 4.91], [-2.66, -2.29, 3.97], [-0.19, -3.49, 2.00], [0.47, -5.67, 2.92], [0.98, -5.89, 5.33], [0.85, -3.90, 6.80], [0.22, -1.71, 5.86], [3.28, -1.25, -2.62], [2.24, -0.68, -2.40], [1.88, -0.34, -1.17], [1.36, -0.23, -3.53], [0.05, 0.18, -3.37], [-0.74, 0.59, -4.44], [-0.14, 0.59, -5.68], [-0.68, 0.96, -6.88], [0.37, 0.81, -7.84], [1.52, 0.31, -7.17], [1.18, 0.19, -5.85], [1.95, -0.24, -4.81], [-0.36, 0.23, -2.37], [-1.77, 0.90, -4.31], [0.60, 1.79, -8.27], [0.06, 0.11, -8.61], [2.97, -0.56, -4.94], [2.11, 2.69, 1.31], [0.93, 2.01, 0.09], [-0.48, 3.15, 0.28], [-0.25, 4.52, 0.08], [-1.28, 5.43, 0.27], [-2.53, 4.99, 0.67], [-2.76, 3.64, 0.88], [-1.74, 2.72, 0.68], [1.70, 2.50, -1.48], [0.96, 3.07, -2.51], [1.57, 3.44, -3.70], [2.93, 3.22, -3.87], [3.67, 2.64, -2.86], [3.06, 2.28, -1.66], [2.43, 3.68, 0.97], [2.96, 2.03, 1.42], [1.62, 2.77, 2.27], [0.72, 4.87, -0.23], [-1.09, 6.48, 0.11], [-3.33, 5.71, 0.82], [-3.74, 3.29, 1.19], [-1.93, 1.67, 0.83], [-0.11, 3.22, -2.39], [0.98, 3.88, -4.49], [3.41, 3.50, -4.80], [4.73, 2.45, -2.99], [3.65, 1.81, -0.89]],
  "lowdin_spin": [0.784, 0.000, 0.001, 0.001, 0.001, 0.005, 0.001, -0.001, 0.005, 0.009, 0.030, 0.005, 0.018, 0.021, 0.000, 0.000, 0.000, -0.001, 0.002, 0.002, 0.000, 0.021, 0.000, 0.000, 0.000, 0.000, 0.000, 0.000, 0.000, 0.000, 0.000, 0.000, 0.000, 0.000, 0.002, 0.000, 0.000, 0.000, 0.000, 0.000, 0.000, 0.000, 0.000, 0.000, 0.000, 0.000, 0.008, 0.096, 0.003, -0.001, 0.000, 0.000, 0.000, 0.000, 0.000, 0.000, 0.001, 0.000, 0.000, 0.000, 0.000, 0.000, 0.002, -0.006, -0.003, -0.001, 0.000, 0.000, 0.000, 0.000, -0.001, -0.001, 0.000, -0.001, 0.000, -0.001, 0.000, 0.000, 0.000, 0.000, 0.000, 0.000, 0.000, 0.000, 0.000, 0.000, 0.000, 0.000, 0.000]
}

***

Entry 2:
{
  "formula": "C42H34AuBrClNO2PS",
  "method": "ωB97M-V/def2-TZVPD",
  "lumo_energy_ev": [-2.65, -5.76],
  "charge": 1,
  "homo_ev": [-10.962, -10.988],
  "relative_energy_kcal_mol": 0.00,
  "homo_lumo_gap_ev": [8.308, 5.230],
  "spin_multiplicity": 3,
  "s_squared": 2.0097,
  "species": ["Au", "C", "C", "C", "C", "C", "C", "C", "C", "S", "C", "N", "C", "C", "C", "C", "C", "C", "C", "C", "H", "H", "H", "H", "H", "H", "H", "H", "H", "H", "H", "H", "H", "H", "H", "H", "Cl", "C", "C", "C", "C", "C", "C", "P", "C", "C", "C", "C", "C", "C", "C", "C", "C", "C", "C", "C", "H", "H", "H", "H", "H", "H", "H", "H", "H", "H", "H", "H", "H", "H", "Br", "C", "C", "C", "C", "C", "C", "C", "O", "O", "H", "H", "H", "H"],
  "xyz": [[-0.56, -1.56, 0.23], [-2.55, 5.60, 0.02], [-1.71, 4.63, 0.87], [-1.37, 5.29, 2.21], [-0.41, 4.34, 0.12], [-2.49, 3.35, 1.13], [-3.78, 3.45, 1.70], [-4.56, 2.35, 1.96], [-4.05, 1.10, 1.63], [-4.80, -0.45, 1.78], [-3.40, -1.17, 1.11], [-2.44, -0.35, 0.81], [-2.77, 0.97, 1.09], [-1.99, 2.10, 0.83], [-3.25, -2.61, 0.89], [-4.24, -3.54, 1.20], [-4.01, -4.89, 1.00], [-2.79, -5.32, 0.49], [-1.79, -4.40, 0.17], [-2.03, -3.06, 0.37], [-1.96, 6.49, -0.20], [-3.45, 5.92, 0.53], [-2.84, 5.14, -0.92], [-0.81, 6.21, 2.05], [-0.76, 4.62, 2.83], [-2.27, 5.53, 2.78], [0.12, 5.28, -0.06], [-0.60, 3.87, -0.85], [0.26, 3.70, 0.69], [-4.17, 4.43, 1.95], [-5.55, 2.46, 2.39], [-1.00, 1.97, 0.41], [-5.18, -3.21, 1.62], [-4.77, -5.61, 1.24], [-2.60, -6.37, 0.35], [-0.84, -4.74, -0.20], [0.16, -3.51, -2.64], [1.80, -2.99, -2.43], [2.81, -3.87, -2.78], [4.14, -3.46, -2.68], [4.44, -2.18, -2.25], [3.41, -1.31, -1.91], [2.08, -1.71, -1.99], [0.76, -0.59, -1.51], [1.53, 1.00, -1.17], [2.27, 1.22, 0.00], [3.05, 2.36, 0.11], [3.10, 3.28, -0.92], [2.35, 3.08, -2.07], [1.57, 1.94, -2.20], [-0.35, -0.35, -2.89], [-0.01, -0.76, -4.18], [-0.86, -0.49, -5.23], [-2.06, 0.18, -5.00], [-2.40, 0.59, -3.72], [-1.55, 0.32, -2.66], [2.56, -4.86, -3.13], [4.93, -4.15, -2.94], [5.47, -1.85, -2.18], [3.66, -0.31, -1.57], [2.24, 0.50, 0.80], [3.63, 2.52, 1.01], [3.71, 4.16, -0.83], [2.38, 3.81, -2.87], [1.00, 1.78, -3.11], [0.93, -1.28, -4.36], [-0.60, -0.80, -6.23], [-2.73, 0.38, -5.83], [-3.33, 1.11, -3.54], [-1.82, 0.64, -1.66], [5.65, -3.41, 6.16], [4.34, -2.98, 4.87], [3.88, -3.98, 4.02], [2.92, -3.66, 3.07], [2.44, -2.36, 2.97], [2.91, -1.38, 3.83], [3.87, -1.68, 4.79], [1.45, -2.02, 1.93], [0.97, -0.85, 1.88], [1.09, -2.90, 1.10], [4.26, -4.99, 4.11], [2.55, -4.42, 2.40], [2.52, -0.37, 3.76], [4.24, -0.93, 5.46]],
  "lowdin_spin": [0.690, 0.000, 0.000, 0.000, 0.000, 0.000, 0.000, 0.001, 0.005, 0.007, 0.010, 0.116, 0.010, 0.000, 0.053, 0.010, 0.013, 0.010, 0.055, 0.277, 0.000, 0.000, 0.000, 0.000, 0.000, 0.000, 0.000, 0.000, 0.000, 0.000, 0.000, 0.000, 0.002, 0.001, 0.002, 0.007, 0.010, 0.014, -0.002, 0.018, -0.001, 0.017, 0.022, 0.214, 0.037, 0.008, -0.001, 0.010, 0.001, 0.016, 0.031, 0.014, 0.001, 0.014, -0.002, 0.015, 0.000, 0.001, 0.000, 0.001, 0.000, 0.000, 0.001, 0.000, 0.001, 0.001, 0.000, 0.001, 0.000, 0.001, 0.000, 0.000, 0.000, 0.002, 0.012, 0.002, 0.001, 0.016, 0.084, 0.172, 0.000, 0.001, 0.000, 0.000]
}

***

Entry 3:
{
  "formula": "C42H34BF3N2O",
  "method": "ωB97M-V/def2-TZVPD",
  "lumo_energy_ev": 0.56,
  "homo_ev": -6.526,
  "homo_lumo_gap_ev": 7.084,
  "species": ["C", "C", "C", "C", "C", "B", "F", "F", "F", "O", "H", "H", "H", "H", "H", "C", "C", "C", "C", "N", "C", "C", "C", "C", "C", "C", "C", "C", "C", "C", "C", "C", "C", "C", "C", "N", "C", "C", "C", "C", "C", "C", "C", "C", "C", "C", "C", "C", "C", "C", "C", "C", "C", "C", "H", "H", "H", "H", "H", "H", "H", "H", "H", "H", "H", "H", "H", "H", "H", "H", "H", "H", "H", "H", "H", "H", "H", "H", "H", "H", "H", "H", "H"],
  "xyz": [[-5.82, -1.08, 1.96], [-4.77, -2.07, 2.00], [-4.52, -3.17, 1.18], [-3.20, -3.56, 1.38], [-2.60, -2.65, 2.33], [-1.90, -3.50, 3.65], [-1.21, -4.63, 3.48], [-2.73, -0.77, 0.54], [-1.93, -2.92, 4.85], [-3.69, -1.82, 2.78], [-6.80, -1.55, 1.88], [-5.80, -0.42, 2.83], [-5.70, -0.48, 1.05], [-5.25, -3.58, 0.47], [-2.67, -4.34, 0.83], [3.16, 6.60, 3.21], [2.53, 5.72, 4.10], [1.53, 4.85, 3.65], [1.08, 4.95, 2.32], [-0.15, 4.34, 1.96], [-1.19, 5.20, 1.50], [-1.23, 5.61, 0.16], [-2.31, 6.36, -0.29], [-3.33, 6.72, 0.59], [-3.25, 6.37, 1.94], [-2.17, 5.62, 2.40], [-0.41, 2.98, 2.12], [-1.74, 2.52, 2.29], [-2.03, 1.17, 2.14], [-1.03, 0.26, 1.75], [-1.49, -1.06, 1.17], [-0.62, -1.72, 0.14], [0.35, -2.65, 0.51], [1.24, -3.16, -0.43], [1.14, -2.75, -1.77], [2.11, -3.11, -2.70], [1.84, -3.00, -4.08], [2.88, -2.70, -4.96], [2.63, -2.61, -6.33], [1.34, -2.85, -6.83], [0.31, -3.19, -5.95], [0.56, -3.28, -4.58], [3.21, -3.97, -2.35], [2.96, -5.33, -2.13], [4.02, -6.24, -2.17], [5.33, -5.78, -2.31], [5.58, -4.41, -2.40], [4.52, -3.50, -2.43], [0.13, -1.83, -2.13], [-0.79, -1.39, -1.21], [0.31, 0.69, 1.75], [0.62, 2.03, 1.97], [1.72, 5.82, 1.42], [2.78, 6.62, 1.86], [3.95, 7.27, 3.56], [2.80, 5.72, 5.16], [1.05, 4.14, 4.32], [-0.41, 5.31, -0.50], [-2.36, 6.64, -1.34], [-4.20, 7.28, 0.22], [-4.02, 6.67, 2.65], [-2.08, 5.32, 3.45], [-2.54, 3.22, 2.50], [-3.06, 0.85, 2.23], [-1.73, -1.85, 2.02], [0.43, -2.97, 1.55], [2.04, -3.83, -0.11], [3.88, -2.52, -4.56], [3.45, -2.35, -7.00], [1.15, -2.76, -7.90], [-0.70, -3.38, -6.32], [-0.26, -3.53, -3.90], [1.92, -5.66, -2.00], [3.80, -7.30, -2.09], [6.15, -6.49, -2.36], [6.61, -4.04, -2.47], [4.70, -2.43, -2.56], [0.07, -1.44, -3.15], [-1.61, -0.75, -1.52], [1.10, -0.02, 1.50], [1.65, 2.38, 1.97], [1.37, 5.87, 0.39], [3.29, 7.26, 1.15]],
  "mulliken_charge": [-1.486, 0.675, -0.765, -0.563, 1.598, 0.707, -0.276, -0.478, -0.255, -0.411, 0.472, 0.335, 0.231, 0.433, 0.520, -0.414, -0.738, -0.038, 0.306, 0.817, -0.708, -0.054, -0.815, -0.374, -0.799, -0.026, 1.062, -0.964, -0.698, 0.029, 1.474, -0.214, -0.721, -1.007, 1.398, 0.494, 0.454, -0.355, -0.656, -0.513, -0.814, -0.084, -0.639, 0.201, -0.804, -0.377, -0.736, -0.296, -0.539, -0.899, -1.147, -0.539, -0.246, -0.702, 0.363, 0.353, 0.417, 0.416, 0.356, 0.379, 0.361, 0.529, 0.424, 0.420, -1.616, 0.469, 0.476, 0.317, 0.387, 0.366, 0.370, 0.545, 0.418, 0.351, 0.382, 0.386, 0.520, 0.589, 0.499, 0.449, 0.462, 0.162, 0.395]
}